[1]
Formula: C35H89N3O11
Source: the OMol25 dataset
Level of theory: ωB97M-V/def2-TZVPD

As for the spin multiplicity: 1. The energy above the lowest of the compared OMol25 structures with the same formula, charge and spin is 0.0 kJ/mol. As for the total charge: 0. The SMILES is CC1(C)CCCC(C)(C)N1O.CC1(C)CCCC(C)(C)N1O.CC1(C)CCCC(C)(C)N1O.CO.CO.CO.CO.CO.CO.CO.CO.

CARTESIAN COORDINATES (ANGSTROEM)
C  -8.913  -17.802  -18.566
C  -8.031  -16.539  -18.330
C  -8.476  -15.309  -19.107
C  -8.279  -16.229  -16.776
C  -7.494  -17.013  -15.724
C  -6.017  -17.060  -16.132
C  -5.769  -17.596  -17.591
C  -4.301  -17.271  -17.969
C  -5.861  -19.125  -17.641
N  -6.613  -16.818  -18.546
O  -6.447  -17.199  -19.898
H  -8.949  -18.378  -17.642
H  -9.868  -17.505  -18.999
H  -8.485  -18.520  -19.266
H  -7.884  -14.404  -18.971
H  -8.559  -15.556  -20.165
H  -9.492  -14.973  -18.900
H  -8.089  -15.174  -16.581
H  -9.295  -16.466  -16.459
H  -7.531  -16.577  -14.726
H  -7.911  -18.015  -15.624
H  -5.514  -17.753  -15.457
H  -5.523  -16.088  -16.096
H  -4.119  -16.203  -17.851
H  -4.029  -17.526  -18.993
H  -3.626  -17.725  -17.244
H  -6.087  -19.494  -18.641
H  -6.770  -19.396  -17.103
H  -5.092  -19.718  -17.148
H  -6.103  -16.413  -20.330
C  0.814  -13.503  -8.291
C  0.007  -14.754  -8.888
C  -1.323  -14.831  -8.160
C  -0.194  -14.426  -10.335
C  -0.528  -15.706  -11.191
C  0.387  -16.890  -10.837
C  0.610  -17.285  -9.309
C  -0.698  -18.019  -8.735
C  1.869  -18.229  -9.288
N  0.900  -15.963  -8.679
O  1.385  -16.147  -7.400
H  1.055  -13.582  -7.231
H  1.700  -13.425  -8.922
H  0.265  -12.567  -8.395
H  -1.200  -15.117  -7.115
H  -1.858  -13.881  -8.122
H  -2.039  -15.487  -8.654
H  -1.010  -13.723  -10.502
H  0.717  -13.974  -10.726
H  -1.585  -15.955  -11.092
H  -0.537  -15.532  -12.267
H  1.393  -16.786  -11.243
H  -0.002  -17.790  -11.314
H  -1.618  -17.439  -8.669
H  -0.464  -18.376  -7.732
H  -1.050  -18.850  -9.346
H  2.656  -17.737  -9.859
H  1.756  -19.229  -9.708
H  2.250  -18.343  -8.273
H  2.247  -15.726  -7.409
C  3.648  -17.231  -13.819
C  4.018  -15.708  -13.837
C  4.162  -15.096  -12.403
C  5.350  -15.691  -14.658
C  5.727  -14.268  -15.127
C  4.588  -13.676  -15.933
C  3.192  -13.644  -15.210
C  3.233  -12.496  -14.166
C  1.979  -13.391  -16.178
N  2.975  -14.949  -14.589
O  1.687  -15.076  -14.039
H  4.515  -17.734  -13.392
H  2.722  -17.407  -13.271
H  3.461  -17.602  -14.827
H  4.556  -15.827  -11.697
H  5.015  -14.424  -12.312
H  3.257  -14.662  -11.977
H  6.165  -16.139  -14.091
H  5.145  -16.294  -15.542
H  6.012  -13.585  -14.327
H  6.649  -14.376  -15.700
H  4.505  -14.239  -16.863
H  4.813  -12.658  -16.251
H  4.158  -12.511  -13.590
H  2.384  -12.542  -13.484
H  3.225  -11.562  -14.728
H  1.730  -14.283  -16.754
H  2.124  -12.526  -16.825
H  1.033  -13.158  -15.690
H  1.278  -15.737  -14.602
C  -0.155  -12.024  -12.926
O  -1.555  -12.021  -12.780
H  0.330  -11.200  -13.449
H  0.404  -12.193  -12.005
H  0.065  -12.926  -13.496
H  -1.908  -12.618  -13.445
C  -4.360  -11.309  -14.574
O  -3.624  -11.609  -15.748
H  -5.076  -12.108  -14.384
H  -3.646  -11.231  -13.754
H  -4.941  -10.388  -14.509
H  -3.220  -12.475  -15.653
C  -1.119  -18.147  -14.289
O  -0.065  -17.543  -14.996
H  -1.130  -19.207  -14.541
H  -1.031  -17.853  -13.243
H  -2.102  -17.768  -14.570
H  -0.255  -17.577  -15.936
C  1.267  -17.403  -17.630
O  -0.132  -17.213  -17.599
H  1.372  -18.356  -17.111
H  1.614  -17.561  -18.651
H  1.973  -16.681  -17.221
H  -0.362  -16.344  -17.936
C  -4.953  -13.642  -17.600
O  -4.464  -12.429  -18.172
H  -5.869  -13.531  -17.021
H  -5.244  -14.282  -18.434
H  -4.188  -14.049  -16.939
H  -4.357  -11.814  -17.443
C  -1.845  -14.653  -15.622
O  -2.564  -13.927  -14.588
H  -1.414  -13.977  -16.360
H  -1.033  -15.319  -15.330
H  -2.616  -15.330  -15.991
H  -2.587  -14.548  -13.856
C  -1.023  -13.861  -19.518
O  -0.125  -14.739  -18.851
H  -2.032  -14.004  -19.131
H  -0.607  -12.869  -19.345
H  -1.004  -14.089  -20.584
H  0.759  -14.407  -19.024
C  -4.947  -14.957  -12.724
O  -3.797  -15.766  -12.850
H  -5.249  -14.857  -11.681
H  -4.707  -13.956  -13.082
H  -5.806  -15.340  -13.275
H  -4.033  -16.683  -12.694

=====

[2]
Formula: C35H90B2Br2INO20P
Source: the OMol25 dataset
Level of theory: ωB97M-V/def2-TZVPD

As for the spin multiplicity: 1. As for the total charge: -1.

CARTESIAN COORDINATES (ANGSTROEM)
C  3.519  -3.072  1.964
C  4.782  -2.449  1.430
Br  6.252  -3.502  2.269
C  5.004  -2.403  -0.087
Br  3.850  -3.718  -1.034
B  4.934  -0.863  -0.674
I  5.110  -0.851  -2.905
B  6.259  0.064  -0.132
N  7.401  -0.441  0.696
O  6.325  1.395  -0.480
P  3.291  0.098  -0.242
O  3.113  1.310  -1.020
O  1.967  -0.809  -0.502
O  3.264  0.570  1.335
H  2.629  -2.545  1.643
H  3.550  -2.998  3.046
H  3.465  -4.118  1.734
H  4.895  -1.467  1.863
H  5.989  -2.781  -0.275
H  7.078  -0.846  1.566
H  7.887  -1.162  0.173
H  6.430  1.893  0.347
H  1.948  -1.583  0.085
H  3.363  -0.173  1.953
C  6.531  4.337  -5.571
O  7.944  4.284  -5.680
C  8.526  3.317  -4.816
C  8.911  2.060  -5.560
O  7.769  1.372  -6.036
C  7.536  1.544  -7.417
H  6.163  4.964  -6.383
H  6.082  3.345  -5.656
H  6.233  4.784  -4.618
H  7.845  3.071  -3.997
H  9.429  3.764  -4.385
H  9.431  1.391  -4.867
H  9.595  2.294  -6.384
H  8.278  0.994  -8.008
H  7.557  2.600  -7.703
H  6.548  1.141  -7.634
C  8.421  6.749  2.074
O  7.028  6.889  2.265
C  6.258  6.136  1.333
C  5.721  4.864  1.941
O  6.768  3.952  2.249
C  7.082  3.907  3.625
H  8.919  7.207  2.928
H  8.716  5.698  2.014
H  8.741  7.265  1.161
H  6.851  5.905  0.444
H  5.416  6.764  1.025
H  5.067  4.375  1.212
H  5.128  5.084  2.834
H  6.275  3.410  4.175
H  7.241  4.908  4.037
H  7.997  3.329  3.740
C  -0.973  -4.065  0.246
O  -1.104  -2.704  0.611
C  -1.267  -1.837  -0.508
C  -2.705  -1.412  -0.675
O  -3.551  -2.497  -1.038
C  -4.310  -2.993  0.048
H  -1.033  -4.657  1.158
H  -1.771  -4.379  -0.432
H  -0.003  -4.246  -0.229
H  -0.898  -2.312  -1.420
H  -0.652  -0.952  -0.322
H  -2.761  -0.675  -1.483
H  -3.070  -0.939  0.242
H  -5.093  -2.279  0.335
H  -3.678  -3.202  0.916
H  -4.781  -3.920  -0.276
C  4.473  -7.192  -6.379
O  3.411  -6.276  -6.550
C  3.099  -5.556  -5.361
C  3.666  -4.157  -5.379
O  5.082  -4.168  -5.336
C  5.693  -3.913  -6.581
H  4.754  -7.559  -7.365
H  5.343  -6.717  -5.917
H  4.157  -8.043  -5.764
H  3.463  -6.093  -4.480
H  2.008  -5.496  -5.295
H  3.322  -3.624  -4.487
H  3.309  -3.611  -6.258
H  5.561  -2.864  -6.867
H  5.292  -4.558  -7.370
H  6.758  -4.112  -6.471
C  -7.611  3.003  1.765
O  -6.225  3.050  1.483
C  -5.467  2.114  2.234
C  -5.098  0.904  1.411
O  -6.241  0.133  1.068
C  -6.671  0.320  -0.270
H  -8.118  3.619  1.025
H  -8.001  1.984  1.702
H  -7.816  3.409  2.762
H  -6.013  1.807  3.132
H  -4.549  2.618  2.552
H  -4.442  0.260  2.007
H  -4.553  1.201  0.511
H  -5.969  -0.153  -0.966
H  -6.775  1.379  -0.519
H  -7.642  -0.159  -0.371
C  -7.825  -3.265  5.518
O  -7.449  -1.940  5.198
C  -7.397  -1.692  3.799
C  -8.612  -0.935  3.322
O  -9.798  -1.715  3.425
C  -10.598  -1.372  4.540
H  -8.006  -3.306  6.591
H  -8.736  -3.564  4.994
H  -7.019  -3.966  5.272
H  -7.294  -2.628  3.243
H  -6.509  -1.085  3.606
H  -8.473  -0.688  2.266
H  -8.719  0.003  3.877
H  -11.078  -0.399  4.386
H  -10.013  -1.345  5.462
H  -11.373  -2.132  4.636
C  0.435  3.981  6.478
O  0.832  2.706  6.014
C  1.460  2.744  4.737
C  2.961  2.626  4.849
O  3.531  3.767  5.485
C  3.878  3.532  6.835
H  0.132  3.874  7.518
H  1.252  4.704  6.419
H  -0.419  4.355  5.900
H  1.194  3.660  4.203
H  1.083  1.894  4.162
H  3.381  2.566  3.840
H  3.233  1.712  5.384
H  4.758  2.882  6.900
H  3.052  3.080  7.391
H  4.122  4.494  7.285
C  -9.881  -1.646  -0.804
O  -9.932  -0.580  -1.738
C  -9.702  -1.007  -3.072
C  -10.989  -1.103  -3.857
O  -11.828  -2.139  -3.370
C  -12.891  -1.668  -2.565
H  -10.240  -1.273  0.155
H  -10.510  -2.484  -1.112
H  -8.849  -1.995  -0.681
H  -9.177  -1.967  -3.086
H  -9.055  -0.262  -3.546
H  -10.750  -1.340  -4.899
H  -11.513  -0.142  -3.840
H  -13.640  -1.152  -3.177
H  -12.536  -0.993  -1.782
H  -13.358  -2.533  -2.098

=====

[3]
Formula: C35H93ClN7O13
Source: the OMol25 dataset
Level of theory: ωB97M-V/def2-TZVPD

As for the spin multiplicity: 2. As for the expectation value of S²: 0.75. As for the total charge: 0.

CARTESIAN COORDINATES (ANGSTROEM)
Cl  -0.541  -1.207  0.100
O  0.738  -1.735  0.392
O  -1.475  -1.836  0.938
O  -0.591  0.189  0.424
O  -0.984  -1.380  -1.259
C  -2.750  -4.697  -0.998
O  -2.415  -6.112  -0.870
H  -2.244  -4.154  -1.797
H  -3.833  -4.625  -1.093
H  -2.412  -4.213  -0.082
H  -1.616  -6.254  -1.382
C  1.082  -3.496  -3.266
O  -0.081  -3.858  -2.588
H  0.897  -2.972  -4.204
H  1.784  -2.936  -2.647
H  1.603  -4.384  -3.623
H  -0.398  -3.027  -2.227
C  -5.223  -1.356  -0.124
C  -4.397  -0.138  0.326
C  -5.165  1.164  0.073
O  -6.213  1.333  0.991
C  -7.026  2.467  0.768
N  -4.086  -0.343  1.756
H  -5.479  -1.323  -1.183
H  -6.202  -1.413  0.353
H  -4.739  -2.326  -0.004
H  -3.473  -0.185  -0.250
H  -5.561  1.013  -0.931
H  -4.470  2.003  0.096
H  -7.718  2.547  1.606
H  -7.679  2.286  -0.086
H  -6.626  3.473  0.641
H  -3.321  0.299  1.903
H  -3.470  -1.142  1.704
C  4.199  2.232  -1.838
C  2.899  1.583  -1.538
C  2.497  0.475  -2.502
O  2.165  0.957  -3.851
C  1.651  -0.050  -4.684
N  2.939  1.110  -0.156
H  5.018  1.545  -2.051
H  4.507  2.794  -0.956
H  4.133  2.764  -2.786
H  2.142  2.366  -1.565
H  1.681  -0.120  -2.094
H  3.378  -0.167  -2.519
H  2.382  -0.852  -4.786
H  1.417  0.401  -5.648
H  0.745  -0.621  -4.480
H  2.061  0.739  0.177
H  3.581  0.339  -0.037
C  -4.373  -0.960  -7.924
C  -5.007  -0.747  -6.530
C  -4.023  -0.787  -5.403
O  -3.482  -2.091  -5.274
C  -2.686  -2.273  -4.086
N  -5.679  0.546  -6.686
H  -3.690  -0.173  -8.246
H  -5.142  -0.980  -8.696
H  -3.813  -1.894  -7.888
H  -5.830  -1.457  -6.458
H  -4.623  -0.656  -4.502
H  -3.379  0.089  -5.477
H  -2.420  -3.330  -4.081
H  -3.310  -2.118  -3.206
H  -1.799  -1.644  -4.010
H  -5.205  1.074  -7.404
H  -6.614  0.336  -7.006
C  0.776  -7.232  2.790
C  -0.103  -6.301  1.938
C  -1.371  -5.682  2.695
O  -2.112  -6.708  3.372
C  -2.822  -7.524  2.507
N  0.899  -5.298  1.527
H  1.695  -7.667  2.396
H  0.190  -8.119  3.031
H  1.096  -6.797  3.737
H  -0.408  -6.848  1.046
H  -1.990  -5.196  1.941
H  -1.098  -4.934  3.438
H  -3.337  -6.930  1.752
H  -3.607  -8.053  3.047
H  -2.261  -8.330  2.033
H  0.491  -4.485  1.087
H  1.339  -5.754  0.740
C  4.638  -1.552  2.192
C  5.265  -1.468  0.821
C  6.189  -2.687  0.484
O  7.256  -2.797  1.471
C  8.161  -3.757  1.156
N  4.152  -1.523  -0.135
H  3.901  -2.346  2.311
H  4.127  -0.618  2.427
H  5.383  -1.673  2.979
H  5.775  -0.509  0.733
H  6.515  -2.563  -0.549
H  5.555  -3.571  0.546
H  7.772  -4.752  0.939
H  8.857  -3.872  1.988
H  8.712  -3.357  0.305
H  4.260  -2.206  -0.871
H  3.284  -1.830  0.281
C  -4.656  7.222  -0.880
C  -3.577  6.734  0.081
C  -3.159  5.270  -0.171
O  -2.378  4.821  0.938
C  -1.660  3.605  0.775
N  -2.441  7.649  -0.099
H  -5.560  6.617  -0.816
H  -4.251  7.300  -1.889
H  -4.932  8.208  -0.505
H  -3.954  6.745  1.104
H  -2.535  5.233  -1.064
H  -3.969  4.558  -0.333
H  -2.235  2.681  0.702
H  -1.037  3.449  1.655
H  -0.925  3.795  -0.007
H  -2.220  7.585  -1.082
H  -1.664  7.140  0.297
C  4.652  5.066  2.057
C  3.988  4.383  3.210
C  2.796  5.327  3.564
C  1.934  4.807  4.737
C  1.390  3.442  4.294
C  2.357  2.454  3.564
N  3.345  3.125  2.719
O  4.241  2.241  2.130
C  3.010  1.403  4.643
C  1.357  1.618  2.589
C  5.006  4.110  4.335
H  5.584  4.570  1.788
H  4.931  6.080  2.344
H  4.151  5.156  1.094
H  3.089  6.359  3.759
H  2.216  5.507  2.659
H  1.137  5.502  5.000
H  2.513  4.596  5.636
H  0.701  3.662  3.478
H  0.827  3.112  5.167
H  3.182  1.814  5.638
H  2.382  0.529  4.810
H  4.000  1.050  4.355
H  1.612  0.565  2.471
H  0.339  1.583  2.976
H  1.375  2.097  1.610
H  5.772  3.394  4.035
H  4.609  3.541  5.176
H  5.378  5.034  4.777
H  3.865  2.107  1.257

=====

Which energy belongs to each record? In order, -64723.35767 -239019.64633 -87356.65031 eV.